1.
A cluster of 3 separate species, C28H51N4O in total. Source: OMol25; level of theory: ωB97M-V with the def2-TZVPD basis set.

Structure (XYZ):
```
84
Properties=species:S:1:pos:R:3:forces:R:3
C 4.4875 -1.4080 1.7457 -0.1 0.4 -1.0
C 5.6545 -0.3484 2.2139 0.1 -0.1 0.5
C 5.0854 1.1204 2.6890 -0.8 0.0 -0.4
C 5.0609 2.2428 1.4486 -1.5 -0.2 1.3
C 3.5884 2.0886 0.7446 0.1 -1.1 -0.7
C 3.4469 2.7768 -0.7359 -1.2 0.7 0.3
C 2.5663 1.8783 -1.8194 -0.3 1.1 -0.7
C 1.1473 1.3094 -1.2010 0.9 -0.6 -0.4
C 0.3606 0.2588 -2.2387 1.3 0.5 -0.2
C 0.1199 -1.2334 -1.5671 0.5 -0.6 -1.0
C -1.4088 -1.8008 -1.6948 0.6 -0.9 0.6
C -2.5018 -1.1146 -0.6760 -0.9 -0.3 -0.9
N -3.6581 -2.1355 -0.5854 1.1 0.7 0.6
C -3.1230 0.1859 -1.4398 -0.3 -0.3 -0.1
C -2.8953 1.6289 -0.7150 -1.3 0.9 -3.3
C -2.4752 2.6834 -1.9473 -0.4 0.8 1.1
C -4.3692 2.1524 -0.2013 -0.8 -0.4 -0.7
N -1.7848 1.7184 0.2831 -3.1 1.9 1.9
O -1.8457 2.9668 0.8463 1.0 -3.0 -1.3
C -1.7612 0.6541 1.3321 2.2 -1.6 2.9
C -0.2169 0.7051 1.9806 0.4 1.5 0.0
C -2.7472 0.9317 2.6397 0.4 -0.2 0.5
C -1.9890 -0.8827 0.8522 -0.3 -0.7 -0.3
H 4.3280 -1.2226 0.5782 0.2 -0.7 2.5
H 3.4316 -1.2158 2.2380 2.3 -0.4 -0.7
H 4.8139 -2.5338 1.9345 -0.8 2.4 -0.5
H 6.3928 -0.1784 1.3025 -1.4 -0.5 2.0
H 6.2256 -0.8542 3.1252 -1.0 1.2 -2.0
H 3.9511 0.9407 3.0145 2.4 0.5 -0.6
H 5.6305 1.5634 3.6253 -0.8 -1.0 -1.9
H 5.0757 3.3048 1.9688 0.4 -2.1 -1.3
H 5.9382 2.0696 0.6929 -1.7 0.5 1.5
H 2.7176 2.4674 1.4492 2.0 -0.7 -1.3
H 3.4024 0.9163 0.6161 0.4 2.5 0.3
H 4.4807 3.1180 -1.1720 -1.9 -0.9 0.8
H 2.8151 3.7766 -0.5764 1.4 -2.0 -0.4
H 2.2566 2.6460 -2.6783 0.7 -1.7 1.7
H 3.2188 1.0572 -2.3589 -1.3 1.4 1.4
H 0.5010 2.2453 -0.9244 1.2 -2.0 -0.3
H 1.4265 0.6596 -0.2685 -0.7 1.6 -1.6
H -0.6038 0.7478 -2.6852 1.7 -1.1 1.0
H 1.1172 0.1365 -3.1530 -1.8 0.1 1.9
H 0.5495 -1.3241 -0.4613 -1.1 0.4 -2.3
H 0.8009 -1.9749 -2.2095 -1.5 1.5 1.5
H -1.7477 -1.7684 -2.8377 0.5 0.2 2.6
H -1.3825 -2.9606 -1.4213 0.0 2.4 -0.5
H -3.2032 -2.9674 -0.1274 -1.1 1.0 -0.3
H -4.3947 -1.7147 0.0512 1.3 -0.9 -0.8
H -2.7023 0.1751 -2.5544 -0.8 0.2 2.6
H -4.3001 0.0303 -1.5673 2.6 0.3 0.4
H -2.8304 3.7448 -1.5791 0.8 -2.0 -0.9
H -1.3057 2.7432 -2.0556 -2.4 -0.3 0.0
H -3.0402 2.4367 -2.9484 1.3 0.3 2.0
H -4.3741 3.2232 0.2708 0.3 -2.2 -0.6
H -5.0380 2.2356 -1.1882 1.5 -0.3 2.1
H -4.9337 1.3455 0.4701 1.3 1.8 -1.3
H 0.3021 1.7310 1.6578 -1.3 -2.2 0.7
H 0.4778 -0.1406 1.5680 -1.5 1.5 1.0
H -0.2568 0.7542 3.1688 0.1 -0.5 -2.6
H -2.2062 1.7421 3.3063 -1.6 -1.4 -1.5
H -3.8499 1.1934 2.3580 2.2 -0.2 0.5
H -2.8104 -0.0424 3.3274 0.4 2.0 -1.7
H -2.8144 -1.3473 1.5799 1.8 1.1 -1.8
H -1.0412 -1.5940 1.0029 -1.9 1.9 -0.2
N 6.0703 -5.1812 2.7998 0.0 0.0 0.0
C 5.5651 -5.1713 4.0739 -0.1 0.0 0.1
C 5.0337 -6.4155 4.3307 0.1 0.4 0.2
C 5.2306 -7.2053 3.1728 0.2 0.0 -0.4
C 5.8755 -6.4190 2.2444 0.0 -0.1 -0.1
H 6.5177 -4.3980 2.3415 -0.2 -0.3 0.2
H 5.6255 -4.2818 4.6865 0.0 -0.2 -0.1
H 4.5569 -6.7215 5.2528 0.1 0.1 -0.2
H 4.9344 -8.2367 3.0316 0.1 0.2 0.0
H 6.2103 -6.6335 1.2383 -0.1 0.0 0.2
N -7.7761 2.9541 -3.9883 0.0 0.0 0.0
C -8.4822 1.8595 -4.4148 0.0 -0.1 -0.1
C -7.6077 0.8004 -4.5124 -0.4 0.1 0.0
C -6.3303 1.2713 -4.1254 0.2 0.3 0.2
C -6.4639 2.6035 -3.8042 0.1 0.0 0.0
H -8.1629 3.8759 -3.8329 0.2 -0.4 -0.1
H -9.5434 1.9282 -4.6134 0.2 0.0 0.0
H -7.8624 -0.2033 -4.8270 0.0 0.2 0.1
H -5.4119 0.6999 -4.0848 -0.1 0.1 0.0
H -5.7392 3.3305 -3.4625 -0.1 -0.1 -0.1
```
Positions in Å, forces in eV/Å.

Computed properties:
<S²>: 0.755
2S+1: 2
E_tot in eV: -37859.486
HOMO energy (spin up / spin down) in eV: -8.30 / -8.30
HOMO-LUMO gap (spin up / spin down) in eV: 8.952 / 7.776

Results of the Löwdin charge analysis, in e, for atoms 1 through 5: number 1, C, carries -0.15; number 2, C, carries -0.26; number 3, C, carries -0.22; number 4, C, carries -0.20; number 5, C, carries -0.23

***

2.
A structure of composition C28H52AuBN8. Source: OMol25; level of theory: ωB97M-V with the def2-TZVPD basis set.

Structure (XYZ):
```
90
Properties=species:S:1:pos:R:3:forces:R:3
Au -0.1342 0.4854 0.0018 1.7 -0.7 -0.8
C 0.3802 -4.9627 -0.5052 0.2 0.0 0.1
C -0.5294 -3.7920 -0.4602 -0.3 0.5 0.0
C -1.8504 -3.7378 -0.8509 0.1 0.2 0.0
C -2.3156 -2.4580 -0.5158 0.6 -0.2 0.3
N -1.2883 -1.7581 0.0066 -1.0 0.7 -0.1
N -0.2203 -2.5677 0.0529 0.7 -1.1 -0.3
B 1.0093 -2.2381 0.9126 -0.4 -0.1 -0.2
N 0.5875 -1.3640 2.1074 0.2 -0.3 0.0
N -0.0136 -0.1479 2.0167 -0.2 0.7 -1.2
C -0.1714 0.3567 3.2452 0.1 -0.1 0.6
C 0.3334 -0.5814 4.1532 -0.1 0.0 -0.6
C 0.8053 -1.6459 3.4029 -0.2 0.5 0.4
C 1.4272 -2.8870 3.9280 0.0 -0.2 -0.1
C -0.7976 1.6580 3.6594 -0.1 0.2 0.1
C -2.0278 1.3448 4.5304 0.1 0.0 -0.1
C 0.2186 2.4583 4.4890 0.0 0.0 -0.2
C -1.2418 2.4751 2.4540 0.1 -0.1 0.3
N 2.0827 -1.4507 0.1359 0.4 -0.3 -0.1
N 1.9575 -0.1109 -0.0038 -1.4 0.1 0.3
C 3.0709 0.3901 -0.5431 0.5 0.0 -0.4
C 3.9520 -0.6790 -0.7451 -0.5 0.1 0.0
C 3.2986 -1.8227 -0.2972 0.1 0.4 -0.1
C 3.8179 -3.2117 -0.2887 0.0 -0.1 0.1
C 3.3771 1.8466 -0.7765 0.0 0.2 0.0
C 3.5798 2.0942 -2.2784 0.0 0.0 0.2
C 2.2789 2.7632 -0.2344 0.2 -0.1 0.0
C 4.6842 2.1577 -0.0265 -0.1 0.1 0.0
C -3.7527 -2.0107 -0.5130 -0.2 0.4 -0.3
C -4.6706 -3.2422 -0.4900 0.2 0.1 0.1
C -4.0119 -1.1464 0.7265 0.0 -0.2 -0.1
C -4.0962 -1.2175 -1.7912 0.0 -0.1 0.3
H -0.1544 -5.8099 -0.9271 0.0 0.0 0.0
H 0.7196 -5.2290 0.4961 0.0 -0.1 0.0
H 1.2624 -4.7739 -1.1171 0.0 0.0 0.0
H -2.4146 -4.5393 -1.2893 -0.1 -0.1 0.1
H 1.4741 -3.2469 1.3131 0.2 -0.1 0.1
H 0.3456 -0.5004 5.2238 0.0 0.0 0.1
H 1.4464 -2.8333 5.0133 0.0 0.0 0.0
H 2.4506 -3.0084 3.5752 0.0 0.0 0.0
H 0.8600 -3.7701 3.6363 0.0 0.0 0.0
H -1.7509 0.7751 5.4143 0.0 0.0 0.0
H -2.7665 0.7732 3.9677 0.0 0.0 0.0
H -2.4857 2.2763 4.8605 0.0 0.0 0.0
H 0.5322 1.9063 5.3718 0.0 0.0 0.0
H -0.2363 3.3896 4.8233 0.0 0.0 0.0
H 1.1058 2.6963 3.9012 0.1 0.0 0.0
H -2.0004 1.9049 1.9124 -0.1 0.0 0.1
H -0.3853 2.6953 1.8106 0.0 0.1 0.0
H -1.6781 3.4174 2.7820 0.0 0.0 0.0
H 4.9428 -0.6321 -1.1575 0.1 0.0 0.1
H 4.9047 -3.1922 -0.2861 0.0 0.0 0.0
H 3.4995 -3.7468 -1.1838 0.0 0.0 0.0
H 3.4707 -3.7665 0.5791 0.0 0.0 0.0
H 2.6635 1.9006 -2.8408 0.0 0.0 -0.1
H 4.3656 1.4568 -2.6794 0.0 0.0 0.0
H 3.8681 3.1305 -2.4475 0.0 0.0 0.0
H 1.3398 2.6229 -0.7750 0.0 0.1 0.0
H 2.5851 3.8017 -0.3502 0.0 0.0 0.0
H 2.1066 2.5711 0.8258 -0.1 0.1 0.0
H 5.5166 1.5781 -0.4185 0.0 0.0 0.0
H 4.5786 1.9333 1.0345 0.0 0.0 0.0
H 4.9322 3.2129 -0.1320 0.0 0.0 0.0
H -4.3924 -3.9323 0.3055 0.0 0.0 0.0
H -4.6364 -3.7725 -1.4410 0.0 -0.1 0.0
H -5.6987 -2.9250 -0.3262 -0.1 0.0 0.0
H -3.9078 -1.7508 1.6279 0.0 0.1 0.1
H -5.0211 -0.7371 0.7002 0.0 0.0 0.0
H -3.2931 -0.3266 0.7840 0.0 0.1 0.0
H -3.7176 -1.7235 -2.6792 0.0 0.0 -0.1
H -3.6854 -0.2099 -1.7448 -0.1 -0.1 -0.1
H -5.1787 -1.1388 -1.8759 0.0 0.1 -0.1
N 0.0605 0.6805 -2.1724 -0.2 0.0 1.1
C -1.1240 0.0833 -2.8460 -0.6 -0.1 -0.2
C -1.9177 1.0966 -3.6643 0.3 0.1 0.1
C -2.2429 2.4252 -2.9643 0.0 -0.2 0.1
C -2.6464 2.3503 -1.4933 -0.3 0.0 -0.4
N -1.4922 2.3613 -0.5605 -0.1 -0.4 0.5
H 0.1233 1.6679 -2.4083 0.1 0.0 0.1
H 0.9271 0.2521 -2.4899 0.1 -0.1 0.3
H -1.7541 -0.3525 -2.0730 0.1 0.0 -0.1
H -0.8044 -0.7329 -3.4950 0.1 0.0 0.1
H -2.8457 0.6049 -3.9587 0.0 -0.1 0.0
H -1.3741 1.3204 -4.5842 -0.1 0.0 -0.1
H -3.0814 2.8638 -3.5050 0.1 0.1 0.0
H -1.4170 3.1386 -3.0728 0.0 0.1 0.0
H -3.2403 1.4585 -1.2971 0.0 0.2 0.1
H -3.2737 3.2183 -1.2749 0.1 -0.1 0.1
H -1.8291 2.6687 0.3467 0.1 0.0 -0.1
H -0.8382 3.0831 -0.8584 0.1 0.0 0.1
```
Positions in Å, forces in eV/Å.

Computed properties:
ΔE to the lowest compared entry with this formula, charge and spin in kJ/mol: 0.00
2S+1: 1
E_tot in eV: -46156.641
HOMO energy in eV: -14.18
HOMO-LUMO gap in eV: 5.277
Total charge: +2

Results of the Löwdin charge analysis, in e, for atoms 1 through 5: number 1, Au, carries 1.29; number 2, C, carries 0.00; number 3, C, carries -0.24; number 4, C, carries 0.05; number 5, C, carries -0.23